65
Properties=species:S:1:pos:R:3:forces:R:3 method="wB97M-V/def2-TZVPD" orbital_gap_ev=9.41 smiles="Cc1cc(NC(=O)CCC(=O)N(Cc2ccc(F)cc2)[C@@H](C(=O)NC2CCCC2)c2ccco2)no1" relative_energy_kj_mol=245.0 homo_energy_ev=-8.8
C -6.98585 -2.34303 0.12693 0.089 0.265 0.051
C -5.61391 -1.87503 -0.18494 0.587 -0.335 -0.347
C -4.56215 -2.47574 -0.81097 -0.341 0.302 0.255
C -3.54954 -1.47913 -0.79057 -0.996 -0.049 0.400
N -3.98075 -0.38906 -0.19555 1.177 0.213 -0.380
O -5.26509 -0.62853 0.18106 -0.757 -0.406 0.102
N -2.27071 -1.53003 -1.28714 -0.021 0.602 0.059
C -1.60387 -2.65511 -1.66921 0.393 0.154 -0.237
O -2.09770 -3.75909 -1.71260 -0.126 -0.272 0.018
C -0.14657 -2.37979 -2.01547 0.011 -0.104 0.118
H 0.22939 -3.23937 -2.57043 -0.104 0.061 0.038
C 0.69514 -2.19063 -0.74663 -0.143 0.074 -0.293
C 0.52600 -0.81339 -0.13680 0.206 -0.491 0.105
O -0.15169 0.05942 -0.66738 -0.167 0.117 -0.187
N 1.15174 -0.57695 1.03051 0.059 0.365 0.140
C 1.96956 -1.54946 1.72056 0.172 -0.311 0.070
C 3.29672 -1.81994 1.04542 0.050 -0.056 0.065
C 3.91518 -0.84987 0.26511 -0.033 -0.113 0.070
C 5.14141 -1.10436 -0.32346 0.204 -0.190 -0.017
C 5.74191 -2.33224 -0.11654 -0.118 0.018 0.064
C 5.14826 -3.31310 0.65725 0.203 0.047 -0.124
C 3.92010 -3.04788 1.23424 -0.057 0.205 -0.033
H 3.44286 -3.80496 1.83923 -0.065 -0.113 0.059
H 5.64214 -4.26144 0.79660 0.074 -0.092 -0.011
F 6.93848 -2.58562 -0.68605 -0.078 0.015 0.028
H 5.62942 -0.36177 -0.93388 0.083 0.068 -0.078
H 3.43713 0.10517 0.10064 -0.072 0.098 -0.019
H 1.41770 -2.48929 1.83480 0.088 0.103 0.071
H 2.15809 -1.16824 2.72897 -0.162 -0.045 -0.089
C 0.95343 0.74018 1.63679 -0.106 0.104 -0.170
C -0.31353 0.77938 2.42635 -0.498 -0.126 -0.443
C -1.62824 0.59910 2.09522 0.676 0.044 0.039
C -2.35882 0.73766 3.30116 0.268 0.102 0.470
C -1.44204 0.99054 4.27181 -0.797 -0.095 -0.081
O -0.20094 1.01549 3.75606 0.456 0.076 0.047
H -1.53702 1.16514 5.32491 0.092 0.035 0.151
H -3.42001 0.65922 3.41264 -0.240 -0.003 0.102
H -2.04153 0.39648 1.12720 -0.023 -0.022 -0.197
H 1.78556 0.92046 2.32647 -0.105 -0.019 -0.139
C 1.10541 1.81869 0.51961 -0.291 0.033 0.873
O 2.11905 1.81369 -0.14585 0.332 0.089 -0.412
N 0.14040 2.74665 0.49181 -0.313 0.174 0.209
H -0.70223 2.52661 1.00247 0.154 -0.051 0.013
C 0.00277 3.77064 -0.53501 0.114 0.008 -0.054
C -0.34152 3.17220 -1.91516 -0.045 0.061 -0.064
H -0.03099 2.12807 -1.92303 -0.027 -0.016 -0.023
H -1.40959 3.21465 -2.12290 -0.067 -0.080 0.010
C 0.49123 3.97200 -2.91297 0.040 -0.069 0.010
H -0.00295 4.91768 -3.14588 -0.014 0.053 -0.075
H 0.65527 3.42955 -3.84252 -0.045 0.030 -0.094
C 1.78237 4.23083 -2.14424 0.005 0.153 -0.030
H 2.39162 5.01732 -2.58686 0.074 0.007 -0.034
H 2.36662 3.31319 -2.09092 0.047 0.005 -0.024
C 1.29017 4.59364 -0.74391 0.130 -0.016 -0.026
H 2.02999 4.36686 0.01988 -0.001 0.087 0.067
H 1.05359 5.65695 -0.68985 -0.005 0.040 0.009
H -0.80279 4.42121 -0.18385 0.089 -0.079 -0.029
H 1.75299 -2.32589 -0.98418 -0.028 -0.048 0.086
H 0.42021 -2.95195 -0.01290 0.119 -0.025 0.042
H -0.07349 -1.48659 -2.63705 0.033 -0.033 -0.022
H -1.72794 -0.66883 -1.20496 0.019 -0.226 -0.082
H -4.48553 -3.45791 -1.22231 -0.054 -0.214 -0.055
H -7.71777 -1.73844 -0.40684 -0.076 -0.017 -0.022
H -7.18289 -2.24403 1.19298 -0.051 -0.050 0.053
H -7.09425 -3.38198 -0.16786 -0.020 -0.039 -0.002

14
Properties=species:S:1:pos:R:3:forces:R:3 method="wB97M-V/def2-TZVPD" orbital_gap_ev=7.32 relative_energy_kj_mol=764.7 homo_energy_ev=-8.5
C -2.74247 -1.50894 -0.19175 -1.541 -0.541 0.244
C -0.99466 -0.50926 0.24279 1.558 1.580 1.746
C -0.86267 -0.82757 -1.13714 1.270 -0.934 -0.769
C 1.24674 0.12188 0.69884 2.976 1.414 0.218
C -2.33387 -0.77522 0.80259 0.895 0.362 -0.495
C -0.42571 -1.28358 -2.16422 0.274 0.497 -1.984
C 1.60923 1.57316 0.54284 0.832 2.404 -3.825
N -0.01512 -0.00977 0.93048 -5.314 -1.534 -0.143
S 2.28121 -1.13305 0.82996 0.348 -0.059 -0.309
H -2.66815 -0.38399 1.74007 -0.205 -0.172 0.279
H -0.11797 -1.47495 -3.22216 -0.488 0.018 1.775
H 1.30606 1.91706 -0.54965 0.206 -1.186 1.500
H 1.04748 2.37134 1.02817 -0.177 -0.723 0.933
H 2.66989 1.92290 0.44918 -0.633 -1.128 0.829

11
Properties=species:S:1:pos:R:3:forces:R:3 method="wB97M-V/def2-TZVPD" orbital_gap_ev=10.33 relative_energy_kj_mol=142.7 homo_energy_ev=-10.2
C -1.57047 -0.29796 -0.00219 -0.142 -0.148 0.018
N -0.33360 -0.42912 -0.80150 0.348 0.049 0.451
C 0.77413 0.29388 -0.28559 -0.086 0.493 -0.481
N 1.02986 1.46691 -0.70139 -0.271 -0.336 0.318
C 1.66611 -0.23879 0.76458 0.788 -0.141 0.869
N 2.46538 -0.42114 1.58731 -1.109 -0.081 -1.017
H -1.41635 -0.49184 1.07059 0.015 0.076 -0.181
H -2.29797 -1.03003 -0.36427 0.193 0.088 -0.013
H -2.03330 0.68953 -0.12211 0.390 -0.168 -0.049
H -0.09422 -1.40106 -0.97308 -0.091 0.146 0.255
H 1.81041 1.85960 -0.17236 -0.034 0.021 -0.170